[1]
DFT (wB97M-V/def2-TZVPD) results for a molecular structure, C37H80BBeClF5GaLiNaO12S at a distorted geometry.

Cartesian coordinates (Å):
C 1.58 4.06 4.06
C 2.14 4.59 2.61
C 1.28 3.94 1.33
C -0.26 4.49 1.27
C -1.37 3.30 0.92
C -2.53 4.01 0.00
C -3.56 2.98 -0.75
C -3.30 1.39 -0.45
C -2.17 0.68 -1.44
C -2.82 -0.36 -2.54
C -2.94 -1.91 -1.99
C -4.12 -2.12 -0.86
C -3.61 -1.81 0.69
C -3.78 -3.09 1.71
C -2.28 -3.72 1.95
Ga -1.14 -2.39 3.09
C 0.90 -2.84 3.07
C 1.67 -2.06 4.31
C 2.85 -1.08 3.70
C 4.13 -2.09 3.35
C 4.58 -1.71 1.80
C 6.20 -1.88 1.66
C 6.89 -0.52 2.32
O 6.74 0.55 1.28
C 7.99 0.56 0.48
C -1.86 -2.17 5.04
C -2.16 -0.57 5.39
O -3.60 -0.30 5.60
C -4.02 0.96 4.96
O -4.82 0.85 3.86
C -3.66 2.47 5.47
C -2.06 2.83 5.46
H 1.16 2.95 3.99
H 2.49 4.04 4.82
H 0.80 4.83 4.47
H 3.24 4.21 2.47
H 2.17 5.76 2.58
H 1.83 4.33 0.35
H 1.38 2.78 1.33
H -0.59 5.09 2.25
H -0.30 5.30 0.40
H -1.84 3.01 1.98
H -0.85 2.37 0.44
H -3.10 4.78 0.70
H -1.97 4.62 -0.85
H -4.65 3.23 -0.39
H -3.55 3.17 -1.93
H -4.33 0.83 -0.72
H -3.09 1.12 0.67
H -1.63 1.55 -2.05
H -1.35 0.15 -0.78
H -2.05 -0.39 -3.45
H -3.83 0.05 -3.02
H -3.24 -2.58 -2.93
H -1.93 -2.36 -1.59
H -4.42 -3.27 -0.87
H -5.11 -1.52 -1.11
H -4.30 -0.93 1.09
H -2.51 -1.35 0.68
H -4.23 -2.67 2.72
H -4.56 -3.84 1.25
H -2.42 -4.74 2.51
H -1.74 -3.85 0.91
H -1.26 -0.92 2.41
H 1.07 -4.00 3.16
H 1.33 -2.47 2.04
H 0.94 -1.39 4.94
H 2.22 -2.89 4.94
H 3.24 -0.28 4.48
H 2.45 -0.52 2.74
H 3.76 -3.21 3.40
H 4.99 -1.91 4.14
H 4.35 -0.55 1.66
H 3.98 -2.33 1.00
H 6.52 -2.83 2.26
H 6.54 -1.94 0.54
H 6.22 -0.20 3.22
H 8.00 -0.67 2.66
H 8.78 1.15 1.12
H 7.85 1.12 -0.56
H 8.38 -0.54 0.33
H -2.83 -2.84 5.22
H -1.02 -2.58 5.78
H -1.67 0.09 4.55
H -1.63 -0.34 6.42
H -4.05 2.67 6.57
H -4.20 3.25 4.75
H -1.93 4.01 5.60
H -1.60 2.45 4.44
H -1.55 2.25 6.38
Be -5.61 1.95 0.01
O 1.35 3.64 -1.74
H 1.82 4.39 -2.14
H 1.89 2.87 -1.97
Cl 4.69 1.28 1.77
Li 4.99 2.14 -0.68
B 1.09 -2.40 -2.86
F 1.72 -3.39 -3.71
F 0.41 -3.06 -1.76
F 2.10 -1.49 -2.34
F 0.12 -1.64 -3.64
C 7.86 -6.76 0.94
C 7.15 -6.13 2.09
O 7.72 -4.84 2.17
C 8.10 -4.54 0.90
O 8.38 -3.42 0.52
O 8.12 -5.65 0.10
F 7.41 -6.79 3.24
H 8.81 -7.21 1.23
H 7.25 -7.51 0.43
H 6.06 -6.04 1.95
O 1.04 0.58 -0.90
H 0.53 1.36 -0.80
Na 0.79 1.29 -2.99
C -4.75 5.76 -4.16
C -5.60 4.70 -3.47
C -7.08 4.90 -3.77
O -5.39 4.77 -2.07
H -5.02 6.76 -3.81
H -3.69 5.61 -3.93
H -4.88 5.72 -5.25
H -5.29 3.70 -3.80
H -7.43 5.88 -3.40
H -7.68 4.14 -3.26
H -7.28 4.84 -4.84
H -5.66 5.65 -1.76
O -2.90 -2.50 -6.87
S -1.47 -2.59 -7.10
O -0.60 -1.44 -6.96
O -1.21 -3.27 -8.56
C -1.81 -2.67 -9.70
C -1.09 -1.40 -10.10
C -0.81 -3.91 -6.11
H -2.87 -2.49 -9.53
H -1.73 -3.40 -10.52
H -1.20 -0.62 -9.34
H -1.48 -1.00 -11.04
H -0.01 -1.58 -10.22
H -1.44 -4.79 -6.24
H -0.83 -3.58 -5.07
H 0.21 -4.11 -6.43

Output
Spin multiplicity: 1
HOMO energy in eV: -6.954
Total charge: 0

[2]
DFT (wB97M-V/def2-TZVPD) results for 11 unconnected molecules or ions with the total composition C37H81N7O15 at a distorted geometry.

Cartesian coordinates (Å):
C 22.80 8.07 -12.27
O 23.03 8.94 -11.44
N 22.04 6.99 -12.08
C 21.98 5.93 -13.08
C 21.38 6.72 -10.82
H 23.21 8.10 -13.29
H 22.61 5.09 -12.76
H 22.27 6.32 -14.05
H 20.96 5.57 -13.14
H 20.33 6.45 -11.02
H 21.85 5.89 -10.30
H 21.37 7.62 -10.21
C 25.26 5.52 -14.75
O 24.84 5.75 -15.87
N 24.98 4.43 -14.00
C 25.54 4.26 -12.68
C 24.34 3.28 -14.60
H 25.93 6.21 -14.21
H 25.99 3.27 -12.59
H 24.80 4.42 -11.89
H 26.35 4.97 -12.51
H 23.92 2.65 -13.82
H 23.56 3.57 -15.29
H 25.08 2.68 -15.15
C 16.97 -0.79 -13.43
O 17.46 0.32 -13.43
N 15.88 -1.15 -12.71
C 15.51 -2.54 -12.56
C 15.18 -0.19 -11.88
H 17.38 -1.64 -14.00
H 14.45 -2.68 -12.73
H 15.77 -2.91 -11.56
H 16.07 -3.14 -13.28
H 14.12 -0.44 -11.90
H 15.50 -0.28 -10.84
H 15.31 0.81 -12.26
C 21.01 9.08 -16.04
O 21.09 9.33 -14.85
N 22.09 8.85 -16.83
C 21.97 8.53 -18.23
C 23.44 8.83 -16.31
H 20.07 8.89 -16.58
H 22.39 7.54 -18.41
H 22.57 9.21 -18.85
H 20.93 8.59 -18.54
H 23.90 7.84 -16.41
H 24.07 9.54 -16.86
H 23.42 9.14 -15.27
C 20.13 -1.63 -17.38
O 21.23 -1.89 -17.82
N 19.46 -0.46 -17.53
C 18.09 -0.34 -17.07
C 19.96 0.56 -18.40
H 19.56 -2.35 -16.76
H 17.98 -0.79 -16.08
H 17.36 -0.79 -17.75
H 17.87 0.71 -16.94
H 21.03 0.43 -18.53
H 19.48 0.54 -19.38
H 19.85 1.55 -17.94
C 18.21 2.03 -9.75
O 17.99 2.90 -8.94
N 19.20 1.10 -9.65
C 19.14 -0.10 -10.44
C 20.09 1.07 -8.54
H 17.66 1.93 -10.70
H 18.50 0.01 -11.32
H 18.79 -0.98 -9.88
H 20.12 -0.42 -10.80
H 19.95 0.19 -7.91
H 21.14 1.08 -8.86
H 19.96 1.94 -7.90
C 16.68 1.56 -19.90
O 16.22 0.63 -20.51
N 16.23 2.01 -18.70
C 16.89 3.09 -18.00
C 15.13 1.36 -18.04
H 17.52 2.16 -20.29
H 17.87 3.28 -18.44
H 17.08 2.81 -16.96
H 16.35 4.04 -18.03
H 15.41 1.09 -17.02
H 14.33 2.09 -17.87
H 14.74 0.56 -18.66
O 18.67 5.88 -13.05
C 18.08 6.73 -13.69
O 17.23 7.59 -13.14
C 16.82 7.33 -11.79
C 15.53 8.06 -11.55
C 18.19 6.91 -15.17
H 17.59 7.68 -11.10
H 16.75 6.25 -11.63
H 15.20 7.90 -10.52
H 14.72 7.72 -12.19
H 15.68 9.13 -11.70
H 18.22 7.97 -15.42
H 17.31 6.46 -15.62
H 19.05 6.39 -15.59
O 19.80 -2.74 -13.85
C 20.86 -2.19 -13.70
O 21.96 -2.80 -13.25
C 21.86 -4.21 -13.01
C 22.01 -5.02 -14.29
C 21.02 -0.72 -13.86
H 20.91 -4.42 -12.52
H 22.65 -4.45 -12.30
H 22.00 -6.08 -14.01
H 22.97 -4.81 -14.76
H 21.21 -4.79 -14.99
H 22.02 -0.30 -13.84
H 20.51 -0.25 -13.01
H 20.46 -0.41 -14.75
O 19.35 4.45 -16.91
C 20.43 4.36 -16.36
O 20.72 3.49 -15.39
C 19.67 2.68 -14.83
C 19.67 2.90 -13.33
C 21.61 5.21 -16.68
H 19.74 1.65 -15.19
H 18.69 3.03 -15.16
H 18.81 2.40 -12.89
H 19.61 3.97 -13.12
H 20.56 2.47 -12.86
H 22.53 4.64 -16.77
H 21.75 5.94 -15.88
H 21.47 5.81 -17.58
O 16.32 7.04 -18.07
C 17.03 6.58 -18.92
O 16.59 5.86 -19.96
C 15.19 5.53 -20.05
C 14.77 5.67 -21.49
C 18.52 6.78 -19.00
H 14.63 6.23 -19.43
H 15.01 4.56 -19.59
H 15.21 6.57 -21.93
H 13.69 5.79 -21.58
H 15.02 4.78 -22.07
H 18.68 7.61 -19.69
H 19.01 5.89 -19.38
H 18.91 7.10 -18.04

Output
Spin multiplicity: 1
ΔE to the lowest compared entry with this formula, charge and spin in kJ/mol: 235.91
HOMO energy in eV: -8.748
Total charge: 0

[3]
DFT (wB97M-V/def2-TZVPD) results for 4 unconnected molecules or ions with the total composition C37H82BrN6O13Si at a distorted geometry.

Cartesian coordinates (Å):
C -0.81 -2.44 5.26
O 0.46 -2.76 5.86
C 1.56 -2.59 4.90
C 2.88 -1.95 5.61
C 3.49 -3.03 6.65
C 2.70 -3.21 8.01
C 3.16 -4.67 8.58
Br 3.21 -1.93 9.46
O 2.46 -0.86 6.46
C 1.73 0.19 5.81
C 1.52 1.38 6.86
C 2.78 2.31 7.14
O 2.88 2.48 8.57
Si 4.47 2.13 9.18
C 5.34 0.63 8.37
C 5.69 3.60 9.16
C 4.21 1.65 11.04
C 2.52 0.58 4.47
N 3.91 0.03 4.49
C 3.99 -1.49 4.48
C 3.54 -1.89 2.98
O 4.50 -1.38 1.97
N 3.83 -0.86 0.90
O 3.71 0.32 0.98
N 5.35 -1.97 4.70
C 6.47 -1.04 4.62
C 7.15 -0.42 3.31
O 7.01 -0.70 5.71
C 5.78 -3.26 4.22
C 6.05 -4.52 5.22
O 6.14 -3.56 3.04
H -1.57 -2.45 6.12
H -1.16 -3.27 4.54
H -0.88 -1.41 4.79
H 1.09 -1.87 4.12
H 1.79 -3.60 4.41
H 3.48 -4.03 6.08
H 4.56 -2.77 6.97
H 1.58 -3.24 7.99
H 2.81 -4.85 9.65
H 2.67 -5.49 7.94
H 4.29 -4.81 8.44
H 0.66 -0.09 5.48
H 0.57 1.95 6.54
H 1.23 0.87 7.85
H 3.75 2.02 6.62
H 2.51 3.36 6.72
H 5.69 -0.14 9.16
H 4.59 0.10 7.68
H 6.21 1.01 7.75
H 5.19 4.61 9.28
H 6.39 3.47 10.06
H 6.36 3.58 8.23
H 5.18 1.25 11.49
H 3.38 0.85 11.02
H 3.78 2.54 11.62
H 2.64 1.73 4.50
H 1.91 0.38 3.54
H 4.35 0.44 5.35
H 4.41 0.47 3.69
H 3.43 -3.03 2.85
H 2.55 -1.45 2.65
H 8.03 0.27 3.55
H 7.53 -1.22 2.59
H 6.40 0.22 2.71
H 7.15 -4.81 5.00
H 6.02 -4.22 6.31
H 5.42 -5.42 4.97
C 2.84 -1.25 -2.21
O 2.23 -2.53 -2.04
C 1.56 -2.66 -0.79
C 0.06 -2.81 -1.01
N -0.53 -1.55 -1.47
C -1.92 -1.68 -1.92
C -2.17 -2.52 -3.17
O -1.63 -1.95 -4.36
C -0.28 -2.31 -4.63
H 3.41 -1.27 -3.14
H 2.08 -0.47 -2.28
H 3.53 -1.04 -1.39
H 1.79 -1.84 -0.10
H 1.94 -3.59 -0.33
H -0.42 -3.10 -0.06
H -0.10 -3.61 -1.74
H 0.03 -1.19 -2.24
H -2.27 -0.66 -2.11
H -2.52 -2.07 -1.09
H -3.26 -2.55 -3.33
H -1.86 -3.56 -3.06
H -0.04 -3.31 -4.26
H 0.40 -1.57 -4.20
H -0.14 -2.30 -5.71
C -1.32 4.92 -7.52
O -0.66 3.81 -8.11
C 0.27 3.18 -7.22
C -0.20 1.77 -6.89
N -1.39 1.80 -6.03
C -2.02 0.49 -5.86
C -2.66 -0.15 -7.11
O -3.80 0.56 -7.60
C -3.49 1.60 -8.52
H -1.93 5.40 -8.29
H -1.97 4.60 -6.71
H -0.59 5.65 -7.15
H 0.44 3.77 -6.32
H 1.22 3.11 -7.76
H 0.60 1.23 -6.37
H -0.41 1.25 -7.83
H -2.07 2.44 -6.44
H -2.81 0.62 -5.11
H -1.30 -0.20 -5.44
H -3.03 -1.13 -6.81
H -1.94 -0.33 -7.91
H -2.60 1.38 -9.11
H -3.37 2.55 -7.99
H -4.34 1.71 -9.19
C -6.99 0.45 -8.22
O -7.97 0.63 -7.21
C -7.61 1.63 -6.26
C -8.56 2.82 -6.35
N -8.36 3.56 -7.59
C -9.39 4.57 -7.85
C -10.81 4.06 -8.13
O -10.94 3.33 -9.34
C -10.66 1.94 -9.23
H -7.30 -0.39 -8.84
H -6.92 1.34 -8.85
H -6.02 0.22 -7.78
H -6.56 1.95 -6.37
H -7.71 1.18 -5.26
H -8.40 3.48 -5.50
H -9.59 2.43 -6.29
H -8.35 2.91 -8.37
H -9.06 5.13 -8.73
H -9.42 5.27 -7.01
H -11.45 4.94 -8.24
H -11.23 3.49 -7.29
H -10.93 1.54 -8.25
H -9.61 1.74 -9.45
H -11.26 1.42 -9.99

Output
Spin multiplicity: 1
ΔE to the lowest compared entry with this formula, charge and spin in kJ/mol: 431.75
HOMO energy in eV: -9.372
Total charge: +1

One value per record, in order, for LUMO level: -5.08, 0.27, -4.09 eV.